Record 1
50
Properties=species:S:1:pos:R:3 method="wB97M-V/def2-TZVPD" orbital_gap_ev=6.279 max_force_ev_per_a=2.703 total_charge=-1 lumo_energy_ev=2.000
H 5.76 2.31 -2.58
C -2.14 -2.05 2.70
O -4.70 2.45 1.77
O -0.82 0.14 0.22
H -5.15 1.13 -2.30
H 4.45 1.05 -3.18
H -3.44 0.17 -0.38
C -6.59 1.33 -0.67
C 5.16 1.33 -2.26
C -6.57 0.89 0.79
H -6.83 -0.17 0.89
H -0.84 -2.49 0.28
H -7.51 1.00 -1.17
H 6.84 1.16 -0.10
H 0.79 -2.54 1.03
H 4.77 -1.67 -2.50
H 4.48 -1.04 -0.73
H 8.06 1.28 -1.57
H 4.64 1.38 0.06
C 4.22 1.76 -0.99
H -2.57 0.03 2.22
C 6.17 0.07 -1.99
C -0.26 -2.26 1.17
H -7.22 1.50 1.43
I 1.57 0.26 -4.02
H -1.40 -0.18 3.56
H -5.49 -0.36 -1.42
C 5.33 -1.27 -1.53
H 0.92 2.05 -0.67
S -4.87 1.10 1.29
H -2.91 -2.28 1.96
H -1.12 -3.93 2.26
H 2.13 -0.67 -0.28
C -5.34 0.72 -1.30
C 7.35 0.54 -0.96
H -3.69 1.94 -0.58
In 2.12 0.84 -1.30
H -6.54 2.42 -0.73
O -4.47 -0.06 2.06
H 8.02 -0.34 -0.57
H 4.13 2.94 -0.88
S -0.38 -0.50 1.45
C -0.88 -2.87 2.41
C -1.75 -0.57 2.60
H 6.68 -0.19 -3.04
H -2.55 -2.28 3.69
H -0.19 -2.80 3.26
C -4.17 0.99 -0.35
H 6.02 -2.17 -1.17
O 0.80 -0.06 2.16

***

Record 2
31
Properties=species:S:1:pos:R:3 method="wB97M-V/def2-TZVPD" orbital_gap_ev=8.122 de_lowest_kcal_mol=92.7 max_force_ev_per_a=6.792 total_charge=+1 lumo_energy_ev=-4.637
H 2.74 -1.99 0.36
H -1.96 1.93 1.23
H 1.84 -3.31 0.01
H 1.94 3.14 -1.00
H 1.70 0.02 0.40
H -1.20 -2.59 -1.24
H -1.37 0.22 1.94
C 1.95 -2.27 -0.24
C 0.58 -1.70 -0.04
H 0.01 -3.22 1.50
H 0.00 3.99 -0.60
N 0.77 -0.20 -0.01
H 1.79 2.76 0.79
N 0.29 1.98 -0.45
H 0.51 -1.56 1.95
H 2.26 -2.27 -1.20
H -1.45 3.03 -0.47
H -3.07 0.59 1.70
H -0.65 -1.04 -1.61
C -0.07 -2.11 1.25
H 0.33 -2.36 -2.10
C -0.10 0.71 -0.35
C -2.08 0.79 1.29
H -0.74 3.02 -2.05
H -1.11 -1.90 1.26
N -1.98 0.18 0.03
C -0.61 3.02 -0.95
H 2.42 1.64 -0.43
C -0.32 -1.97 -1.32
C 1.71 2.42 -0.24
I -3.34 0.79 -1.40

***

Record 3
7
Properties=species:S:1:pos:R:3 method="wB97M-V/def2-TZVPD" orbital_gap_ev="8.576 / 7.878" de_lowest_kcal_mol=85.4 max_force_ev_per_a=3.681 total_charge=0 lumo_energy_ev="0.078 / -0.187"
H 1.82 -0.26 -1.80
F 0.75 1.53 -1.49
C 1.16 0.35 -1.04
F -1.25 -1.14 2.02
S 0.34 -0.70 0.10
C -1.24 -0.41 0.95
H -1.58 0.63 1.25

***

Record 4
39
Properties=species:S:1:pos:R:3 method="wB97M-V/def2-TZVPD" orbital_gap_ev=9.027 de_lowest_kcal_mol=0.0 max_force_ev_per_a=1.621 total_charge=+1 lumo_energy_ev=-3.209
Cl 0.59 3.51 2.23
H 4.30 -5.29 -0.15
H 3.08 -3.58 1.32
H -2.51 5.29 -1.27
H -0.90 -0.02 -0.08
S -1.29 6.39 1.01
P -1.55 5.02 -0.30
C -1.57 2.44 0.99
H 3.79 -5.92 -1.71
H 3.37 -1.84 1.24
N -2.22 3.51 0.36
C 4.52 -5.28 -1.22
C 4.46 -3.88 -1.79
C -5.12 0.23 0.03
O 1.62 -2.16 -0.62
H -5.27 -0.78 0.43
H 0.76 -0.45 -0.43
C 3.49 -2.78 0.71
H -5.80 2.13 0.66
C 2.70 -2.71 -0.57
C -0.13 2.35 1.18
O 3.15 -3.30 -1.68
C -5.06 1.41 1.00
Cl 2.28 1.35 0.78
H 0.00 0.80 -1.41
F -4.43 3.97 -0.19
C 0.58 1.41 0.55
C -2.53 1.55 1.34
N -3.75 2.05 0.89
H -0.41 4.55 -0.95
H -5.24 1.13 2.04
H 5.52 -5.70 -1.37
O -5.01 0.44 -1.14
H 4.66 -3.90 -2.86
C -3.52 3.21 0.32
H 4.56 -2.95 0.57
C 0.06 0.38 -0.40
H -2.40 0.62 1.85
H 5.20 -3.21 -1.34

***

Record 5
16
Properties=species:S:1:pos:R:3 method="wB97M-V/def2-TZVPD" orbital_gap_ev=7.943 smiles=O[C@@]12CCN[C@H]1C2 de_lowest_kcal_mol=184.2 max_force_ev_per_a=7.074 total_charge=0 lumo_energy_ev=0.616
C 0.75 0.59 0.28
N -0.67 -1.03 -0.70
H 0.04 -1.52 0.85
C 1.79 -0.41 0.17
H -0.75 1.77 1.14
H -0.68 0.27 2.20
H 2.40 -0.12 -0.67
C -0.60 0.65 1.05
H -2.22 -0.90 0.92
H -0.64 -0.82 -1.77
H 2.27 -0.82 1.17
C 0.43 -1.08 0.07
H 0.29 2.28 -0.93
H -2.11 0.41 -0.70
C -1.63 -0.15 0.04
O 0.21 1.13 -0.87

***

Record 6
64
Properties=species:S:1:pos:R:3 method="wB97M-V/def2-TZVPD" orbital_gap_ev="6.471 / 6.498" de_lowest_kcal_mol=113.9 max_force_ev_per_a=0.264 total_charge=+2 spin_multiplicity=3 lumo_energy_ev="-6.798 / -7.482"
C -1.00 2.22 4.03
H 1.47 3.04 -6.23
H -0.21 -3.85 -4.99
I -0.53 -2.58 -2.37
C -1.77 0.31 5.29
H 0.99 -5.67 0.28
C 3.46 0.20 -2.67
C -0.21 -4.07 0.81
H 1.76 5.60 -0.80
C -1.51 -0.53 4.22
N -0.71 -0.75 1.91
C 1.43 -3.13 -1.88
H 2.17 -2.69 -2.53
C 0.72 -0.28 -6.14
C 1.06 0.99 -6.66
C -1.32 4.26 -1.30
C 5.23 0.14 -1.05
C 1.00 4.86 -1.03
H -1.72 2.31 6.05
H 5.48 -0.35 -3.12
C 4.35 0.55 -0.06
H -0.81 3.28 3.97
C -0.74 1.40 2.95
H -0.67 -4.65 1.61
C -0.58 -2.66 0.73
C 3.02 0.78 -0.37
H -2.36 4.53 -1.29
H -1.71 2.23 -1.87
C 0.74 -4.64 0.05
C 1.38 3.57 -1.36
C -0.34 5.21 -1.00
C 0.70 0.68 -3.88
P 0.81 0.89 -2.04
C 0.21 -1.83 -4.42
C -0.94 2.97 -1.63
H 4.69 0.69 0.96
H -0.63 6.22 -0.74
C 0.52 -0.48 -4.74
H -1.71 -1.59 4.28
C 0.07 -2.85 -5.31
C -0.99 0.03 3.05
C -0.71 -1.93 -0.38
H 0.76 -1.12 -8.12
H 2.34 1.10 0.41
N -0.80 -1.98 1.98
C 1.21 2.06 -5.84
H 1.17 2.76 -3.84
H 0.20 -3.42 -7.39
C 2.57 0.62 -1.69
C 4.79 -0.04 -2.35
H -0.33 1.81 2.03
C 1.64 -4.00 -0.90
C -1.52 1.67 5.20
H 6.27 -0.05 -0.80
H 1.20 1.09 -7.73
H 2.43 3.31 -1.39
H -2.17 -0.11 6.21
H 3.13 0.08 -3.70
H 2.68 -4.31 -0.80
C 0.30 -2.61 -6.68
C 0.60 -1.35 -7.07
Au -0.28 0.08 -0.11
C 0.41 2.62 -1.66
C 1.03 1.89 -4.46

***

Record 7
14
Properties=species:S:1:pos:R:3 method="wB97M-V/def2-TZVPD" orbital_gap_ev=6.995 de_lowest_kcal_mol=47.2 max_force_ev_per_a=3.695 total_charge=-2 lumo_energy_ev=6.889
H -1.38 -1.19 1.70
O -0.15 1.37 -1.16
C 1.44 1.70 0.53
O -0.38 3.27 0.04
C -0.87 -2.13 1.44
H 0.02 -2.04 2.08
C 0.13 2.14 -0.22
O -0.65 -2.99 -0.79
O 0.52 -1.12 -0.27
C -0.24 -2.08 -0.05
H 2.37 1.87 -0.01
H 1.35 0.58 0.33
H -1.44 -3.03 1.59
H 1.24 1.82 1.59

***

Record 8
16
Properties=species:S:1:pos:R:3 method="wB97M-V/def2-TZVPD" orbital_gap_ev="8.643 / 8.241" de_lowest_kcal_mol=129.5 max_force_ev_per_a=5.227 total_charge=0 lumo_energy_ev="-1.125 / -1.408"
H 2.68 -1.25 0.15
O -1.05 -1.67 -0.33
C 1.64 0.98 -0.78
H 1.27 1.88 -1.01
H -3.14 1.92 -0.48
H 1.98 -1.30 1.53
O -3.42 -0.46 -0.66
N -1.20 -0.45 -0.08
N -0.35 0.96 1.75
C -0.23 0.32 0.75
H 2.46 0.77 -1.33
O -2.32 1.46 -0.17
C 1.74 -1.24 0.52
H 1.23 -2.16 0.38
C -2.43 0.17 -0.37
C 1.16 0.07 0.11